Arrangement i

A cluster of 2 separate species, C7H18N2 in total. Source: the OMol25 dataset; level of theory: wB97M-V/def2-TZVPD.

## Properties
- HOMO-LUMO gap (eV) = 6.889
- E_HOMO (eV) = -6.3
- E_LUMO (hartree) = 0.021

```
27
Properties=species:S:1:pos:R:3:lowdin_charge:R:1
C 1.2096 0.0104 0.4273 -0.565
C 2.0166 0.0586 -0.8660 -0.138
C 1.7135 -1.1249 1.3214 -0.143
C 1.3804 1.3244 1.1888 -0.141
H -0.3655 0.6329 -0.1379 0.106
H 1.6472 0.8393 -1.5394 0.065
H 1.9634 -0.8911 -1.4082 0.061
H 3.0851 0.2628 -0.6868 0.070
H 2.7609 -0.9687 1.6305 0.070
H 1.6785 -2.0980 0.8196 0.062
H 1.1217 -1.2092 2.2379 0.068
H 1.0646 2.1869 0.5932 0.067
H 0.7976 1.3316 2.1141 0.066
H 2.4326 1.5035 1.4648 0.071
C -2.1913 0.7904 0.9960 -0.087
C -1.6578 -0.5474 -1.0986 -0.431
N -1.0140 -1.5346 -0.4834 0.131
N -2.0735 -0.6398 -2.3907 0.153
C -1.5703 0.7178 -0.4007 -0.209
H -0.8831 -2.4029 -0.9863 0.100
H -0.0815 -1.0542 0.0009 0.091
H -2.4376 0.1845 -2.8387 0.101
H -1.7189 -1.3682 -2.9924 0.105
H -1.8583 1.5645 -1.0251 0.111
H -1.8929 1.7169 1.4871 0.071
H -3.2827 0.7531 0.9598 0.069
H -1.8442 -0.0385 1.6127 0.074
```

Arrangement ii

A cluster of 3 separate species, C7H18N2 in total. Source: the OMol25 dataset; level of theory: wB97M-V/def2-TZVPD.

## Properties
- HOMO-LUMO gap (spin up / spin down) (eV) = 7.206 / 7.149
- E_HOMO (spin up / spin down) (eV) = -6.5 / -6.4
- E_LUMO (spin up / spin down) (hartree) = 0.025 / 0.026

```
27
Properties=species:S:1:pos:R:3:lowdin_charge:R:1
C -1.2639 0.2773 0.0438 -0.466
C -1.3556 0.9389 1.3914 -0.079
C -1.7005 -1.1616 0.0113 -0.083
C -1.7512 1.0871 -1.1209 -0.087
C 1.4122 1.5717 -0.5390 -0.070
C 0.9086 0.1614 -0.6554 -0.485
N 1.0634 -0.5120 -1.7419 0.054
H 0.6842 -1.4556 -1.6894 0.023
H -0.9888 1.9665 1.3647 0.075
H -2.3986 0.9761 1.7397 0.090
H -0.7924 0.3936 2.1563 0.075
H -1.2575 -1.7462 0.8243 0.078
H -2.7913 -1.2443 0.1152 0.089
H -1.4363 -1.6287 -0.9418 0.075
H -1.4231 2.1264 -1.0621 0.074
H -1.3939 0.6655 -2.0646 0.079
H -2.8510 1.0932 -1.1550 0.088
H 2.4943 1.5846 -0.6888 0.081
H 0.9687 2.1970 -1.3157 0.077
H 1.1910 2.0040 0.4366 0.072
C 1.8588 -0.9338 1.0644 -0.133
N 2.2932 -2.0977 0.4569 -0.006
H 1.6218 -2.8524 0.4433 0.081
H 2.6890 -1.9514 -0.4673 0.078
H 2.6091 -0.1591 1.1695 0.077
H 1.2457 -1.0825 1.9472 0.075
H 0.3642 -0.2179 0.2774 0.069
```

Arrangement iii

An isolated molecule of C7H18N2. Source: the OMol25 dataset; level of theory: wB97M-V/def2-TZVPD.

## Properties
- HOMO-LUMO gap (eV) = 8.947
- E_HOMO (eV) = -8.1
- E_LUMO (hartree) = 0.032
- structure (SMILES) = C[C@@H](N)C(C)(C)N(C)C

```
27
Properties=species:S:1:pos:R:3:lowdin_charge:R:1
C 1.3325 -2.2406 0.5712 -0.022
C 0.3970 -1.2650 -0.4555 -0.387
N -0.7750 -1.9797 -0.8131 0.045
C 0.2499 -0.0053 0.3507 -0.442
C 1.5352 0.7956 0.5263 -0.047
C -0.4613 -0.1675 1.6841 -0.051
N -0.7698 0.8041 -0.7401 -0.208
C -1.8071 1.6171 -0.1560 -0.144
C -0.1127 1.5346 -1.7996 -0.140
H 2.1881 -1.7696 1.0441 0.053
H 1.6948 -3.0300 -0.0822 0.056
H 0.6787 -2.6881 1.3140 0.057
H 1.0129 -1.0984 -1.3397 0.126
H -1.4085 -2.1194 -0.0357 0.068
H -1.2667 -1.5004 -1.5573 0.076
H 1.2854 1.8430 0.6917 0.084
H 2.1791 0.7236 -0.3475 0.084
H 2.1043 0.4376 1.3818 0.077
H -0.7156 0.8089 2.0930 0.081
H -1.3706 -0.7594 1.6032 0.078
H 0.1941 -0.6550 2.4028 0.082
H -2.4812 1.0043 0.4438 0.073
H -1.4206 2.4464 0.4647 0.083
H -2.4239 2.0596 -0.9463 0.081
H 0.6480 0.9183 -2.2761 0.074
H 0.3537 2.4736 -1.4509 0.079
H -0.8406 1.8117 -2.5715 0.083
```

Which structure wins on stability? arrangement iii wins.

Arrangement i

A structure of composition H4N2O2S2. Source: the OMol25 dataset; level of theory: wB97M-V/def2-TZVPD.

## Properties
- HOMO-LUMO gap (eV) = 8.235
- E_HOMO (eV) = -9.2
- E_LUMO (hartree) = -0.037

```
10
Properties=species:S:1:pos:R:3:lowdin_charge:R:1
N -0.2185 0.3201 1.0345 -0.146
N 0.3104 -0.4899 -1.6001 -0.266
O 1.4422 -2.0032 1.2311 -0.584
O 2.4950 0.6622 -1.7421 -0.563
S 1.7500 -0.6527 0.8951 0.831
S 1.9461 -0.6800 -1.4354 0.733
H -0.2033 1.1443 1.6230 -0.004
H -0.8909 -0.2839 1.4760 0.001
H -0.1111 -0.0033 -0.7556 -0.004
H 0.1028 -0.1881 -2.4844 0.001
```

Arrangement ii

A structure of composition H4N2O2S2. Source: the OMol25 dataset; level of theory: wB97M-V/def2-TZVPD.

## Properties
- HOMO-LUMO gap (spin up / spin down) (eV) = 8.071 / 8.070
- E_HOMO (spin up / spin down) (eV) = -8.9 / -8.9
- E_LUMO (spin up / spin down) (hartree) = -0.032 / -0.032

```
10
Properties=species:S:1:pos:R:3:lowdin_charge:R:1
N 0.0070 -0.8030 -0.4123 -0.143
N 0.4744 1.8245 0.2264 -0.213
O 3.0512 -1.5694 -0.3813 -0.615
O 2.8105 1.9031 0.7049 -0.562
S 2.1112 -0.9286 0.5348 0.786
S 2.0155 1.2319 -0.2717 0.733
H -0.4815 -1.4578 0.2068 -0.027
H 0.1064 -1.3773 -1.2292 -0.031
H -0.3074 1.9588 -0.3826 0.037
H 0.5250 2.2400 1.1287 0.035
```

Which structure wins on stability? arrangement i wins.

Arrangement i

A cluster of 10 separate species, H19O10 in total. Source: the OMol25 dataset; level of theory: wB97M-V/def2-TZVPD.

## Properties
- HOMO-LUMO gap (eV) = 9.589
- total charge = -1
- E_HOMO (eV) = -6.6
- E_LUMO (hartree) = 0.108

```
29
Properties=species:S:1:pos:R:3:lowdin_charge:R:1
O 0.0575 -0.6761 0.0566 -0.407
H -0.0706 0.3087 0.1220 0.016
O -1.3071 -2.3867 -1.5310 -0.128
H -1.3163 -3.2449 -1.0055 0.061
H -0.6620 -1.8233 -1.0180 -0.028
O 1.1046 -0.6582 -2.3486 -0.074
H 0.7173 -0.6982 -1.4551 -0.042
H 0.5907 -0.0175 -2.8348 0.046
O -0.6042 -0.9933 2.6322 -0.026
H -0.3297 -1.0291 1.7697 -0.083
H -1.4993 -1.2961 2.6693 0.025
O -2.5312 0.1152 0.0271 -0.037
H -2.6802 0.9434 -0.3842 0.001
H -1.6427 -0.1483 -0.1511 -0.049
O 1.8081 -2.8762 -0.0244 -0.056
H 1.2685 -2.0781 -0.0230 -0.031
H 1.7652 -3.1406 -0.9357 0.015
O -0.2907 2.6919 -0.1623 -0.030
H 0.4514 2.1251 -0.3132 -0.027
H -0.5599 2.8720 -1.0368 0.030
O 2.1626 -0.2837 1.6257 -0.102
H 1.4054 -0.3128 1.0129 -0.050
H 1.7541 0.1769 2.3980 0.045
O -2.1163 2.4883 1.9189 -0.074
H -2.2416 3.4481 1.8103 0.032
H -1.6473 2.2276 1.1380 -0.048
O 1.8421 1.5810 -1.1812 -0.056
H 1.8865 0.6587 -1.4479 0.005
H 2.6852 2.0264 -1.3277 0.069
```

Arrangement ii

A cluster of 10 separate species, H19O10 in total. Source: the OMol25 dataset; level of theory: wB97M-V/def2-TZVPD.

## Properties
- HOMO-LUMO gap (eV) = 9.515
- total charge = -1
- E_HOMO (eV) = -6.4
- E_LUMO (hartree) = 0.113

```
29
Properties=species:S:1:pos:R:3:lowdin_charge:R:1
O 0.5696 0.9677 -1.4061 -0.110
H 0.3528 1.9121 -1.3677 0.030
H 0.7742 -0.6643 -2.9976 0.015
O 2.8022 2.2480 0.6942 -0.034
H 1.9853 1.8090 0.9197 -0.020
H -0.2882 2.0632 0.7458 -0.014
O -0.0696 -1.0639 -3.1095 -0.051
H 3.0797 2.4237 -0.1765 0.018
H -0.6549 -0.3285 -2.9681 -0.035
O -2.5026 0.5932 -3.1949 -0.076
H 0.3826 -1.5161 0.8798 -0.033
H 0.8625 0.6984 1.7716 -0.075
O 0.0538 -2.4134 1.0266 -0.076
H -1.4651 -1.8698 -1.5549 -0.031
H -2.4707 1.0384 -2.3433 0.039
O -1.6615 -0.8074 3.0818 -0.126
H -0.9011 -0.5288 2.4290 0.035
H -2.4024 -1.0199 2.5385 -0.007
O 2.6556 -0.9568 1.8205 -0.113
H 1.9951 -0.8047 1.0395 0.051
H 3.4070 -0.4259 1.5681 0.005
O -2.1772 -2.0032 -0.9433 -0.084
H -1.5747 -2.6022 -0.4150 0.043
H 0.2298 -2.5489 1.9468 0.026
O 0.3298 0.2206 1.1978 -0.368
H 0.2653 0.7237 -0.4675 0.009
O -0.2656 3.0361 0.8300 -0.082
H -2.1378 -0.3260 -2.9596 0.044
H 0.5554 3.1259 1.3352 0.019
```

Which structure wins on stability? arrangement i wins.

Arrangement i

The ion C10H14N3 with charge +1. Source: the OMol25 dataset; level of theory: wB97M-V/def2-TZVPD.

## Properties
- HOMO-LUMO gap (eV) = 6.702
- total charge = +1
- E_HOMO (eV) = -12.3
- E_LUMO (hartree) = -0.207

```
27
Properties=species:S:1:pos:R:3:lowdin_charge:R:1
C 2.6213 1.7639 -0.5668 0.002
C 3.0841 0.6011 -0.1278 0.018
C 1.1165 1.7085 -0.7788 -0.183
C 1.8596 -0.1886 -0.0580 -0.199
C -0.1735 -1.1049 1.7673 -0.135
C 1.8073 -1.6196 0.6526 -0.075
C -1.8740 0.5923 0.7497 -0.047
C -2.7754 0.5294 -0.5940 -0.200
C -1.3828 -1.4582 -0.4879 -0.131
C -1.0108 -0.6534 0.6588 -0.044
N 0.9573 -1.5919 1.8219 0.094
N 0.7939 0.4361 -0.4103 0.077
N -2.4778 -0.7204 -1.1587 -0.036
H 3.1483 2.6893 -0.4775 0.118
H 4.0868 0.3571 0.2282 0.132
H 0.7110 2.5401 -0.2311 0.143
H -0.6213 -0.9503 2.8211 0.174
H 1.2267 -2.2423 -0.1040 0.142
H 2.8410 -1.8862 0.8695 0.120
H -1.2620 1.4708 0.7135 0.096
H -2.5478 0.7018 1.6772 0.166
H -3.9374 0.7620 -0.5466 0.149
H -2.5343 1.3680 -1.2675 0.102
H -0.4736 -1.5512 -1.0894 0.131
H -1.6116 -2.4415 -0.1592 0.141
H -2.5199 -0.9769 -2.1087 0.116
H 0.9487 1.8650 -1.7934 0.128
```

Arrangement ii

A cluster of 2 separate species, C10H14N3 in total. Source: the OMol25 dataset; level of theory: wB97M-V/def2-TZVPD.

## Properties
- HOMO-LUMO gap (spin up / spin down) (eV) = 7.164 / 7.160
- total charge = +1
- E_HOMO (spin up / spin down) (eV) = -12.2 / -12.2
- E_LUMO (spin up / spin down) (hartree) = -0.186 / -0.186

```
27
Properties=species:S:1:pos:R:3:lowdin_charge:R:1
C -2.9501 0.7034 -0.5224 -0.083
C -2.1910 1.1376 0.5587 -0.033
C -2.9727 -0.5812 -0.9869 -0.025
C -1.2038 0.2157 1.0606 -0.023
C -1.9853 -1.4451 -0.4631 0.001
C -1.0748 -1.0634 0.5062 -0.333
C 2.9166 0.2126 0.3055 0.005
C 2.4913 -1.0316 0.0166 -0.043
C 2.0945 1.2323 -0.3127 -0.341
C 0.0276 -1.8512 0.7971 0.177
N 1.0438 0.4096 -1.0509 0.069
N 1.4186 2.1842 0.5476 0.080
N 1.3068 -0.9360 -0.8144 -0.002
H -3.7514 1.4005 -0.9492 0.147
H -2.2638 2.1236 1.1352 0.144
H -3.6927 -0.7790 -1.7194 0.103
H -0.6031 0.5086 1.8567 0.088
H -1.9968 -2.4712 -0.6769 0.108
H 3.7352 0.5211 0.8871 0.113
H 2.8494 -1.9548 0.2721 0.102
H 2.6288 1.7743 -1.1313 0.164
H 0.7533 -1.5262 1.5666 0.113
H 0.1070 -2.9092 0.5315 0.119
H 0.1538 0.7329 -1.0695 0.070
H 0.8111 1.8844 1.2713 0.042
H 1.0082 2.9654 0.0200 0.100
H 1.3394 -1.4573 -1.6362 0.138
```

Which structure wins on stability? arrangement ii wins.